Record 1
DFT (the ωB97M-V functional and the def2-TZVPD basis) results for a molecular structure, C25H43F3GaO3P2S at a distorted geometry.

Last column: Löwdin charge in e.
Atoms and positions in Å:
Ga 0.85993 2.53926 0.07858  0.96
S 0.46986 3.36875 3.01025  0.47
P -2.83554 3.40674 -5.85650  0.78
P -1.74872 2.28230 -8.42972  0.77
F 0.37799 3.78382 5.62656  0.14
F -0.37184 1.80602 5.02047  0.10
F 1.79045 2.19645 5.02001  0.11
O 0.69695 2.08205 2.26264  -0.52
O 1.51371 4.32117 2.87491  -0.26
O -0.91808 3.81545 2.88495  -0.28
C 3.13736 -1.14330 -0.56924  0.01
C 0.56410 -1.40572 2.11891  -0.11
C -2.96383 1.12399 -9.19547  -0.33
C 0.00147 -1.12249 3.45370  0.02
C 0.75039 -3.14205 -1.17144  0.00
C -1.72302 2.26676 0.07812  -0.26
C -1.14643 0.10782 -2.24129  -0.09
C 0.00585 -2.26453 1.13848  -0.12
C -2.11327 1.22666 0.86274  -0.07
C -2.04979 -0.69628 -1.63938  -0.09
C -4.35661 2.81750 -4.99547  -0.32
C -1.32576 1.58703 -2.44705  -0.21
C -3.29961 -0.20993 -0.96725  -0.17
C -3.15906 0.22909 0.52600  -0.15
C -3.69389 4.02460 -7.43047  -0.43
C 0.57876 2.75890 4.76914  -0.59
C 1.98606 -1.43036 0.30335  -0.13
C -2.04254 2.45212 -1.39884  -0.23
C -0.73745 2.50963 -9.94628  -0.35
C 1.80808 -0.93017 1.61806  -0.12
C -2.63215 5.05337 -5.05616  -0.32
C 0.90341 -2.29864 0.02825  -0.13
C 2.78318 -0.09039 2.33729  0.00
C -1.23873 -3.05524 1.27534  0.00
C -2.79596 3.82517 -8.65971  -0.45
H 0.22099 -0.09455 3.76130  0.07
H -4.09273 2.57641 -3.95551  0.00
H -1.79904 3.50717 -1.61958  0.11
H -0.16190 1.59271 -10.14550  0.03
H -3.37237 3.75210 -9.59980  0.08
H -3.94413 5.09214 -7.31380  0.07
H -1.72558 1.21775 1.88436  0.10
H 2.92349 -1.43946 -1.59236  0.08
H -1.93618 1.70969 -3.35890  0.09
H 3.04340 0.82675 1.77686  0.10
H -1.84916 5.59830 -5.59987  0.04
H 1.19362 -4.13242 -0.99857  0.12
H 3.38930 -0.08308 -0.55156  0.09
H -1.09112 -1.23966 3.45589  0.09
H 0.42271 -1.81407 4.20216  0.13
H -2.96124 -0.67436 1.14289  0.09
H -4.00673 -1.05248 -0.94502  0.12
H 2.41534 0.20684 3.32900  0.08
H -0.14851 -0.25521 -2.51104  0.10
H -3.13705 2.41755 -1.51417  0.10
H -2.08895 4.66312 -8.76653  0.07
H 1.25893 -2.69131 -2.02745  0.09
H -4.70197 1.89690 -5.48559  0.03
H -4.64200 3.47655 -7.56417  0.07
H -1.62057 3.22469 0.62580  0.10
H -4.14787 0.63856 0.85912  0.15
H -3.78666 0.92168 -8.49957  0.02
H -0.00993 3.31913 -9.78599  0.03
H -3.57165 5.62586 -5.07440  0.04
H -0.30132 -3.29216 -1.43194  0.08
H -0.34197 2.03954 -2.65161  0.09
H -1.32598 2.74946 -10.84950  0.04
H -1.02212 -4.08239 1.61558  0.12
H 3.72130 -0.65398 2.49555  0.12
H 4.01516 -1.70349 -0.24068  0.12
H -3.76402 0.61660 -1.51317  0.10
H -2.45785 0.17023 -9.39668  0.03
H -3.38508 1.50117 -10.14086  0.04
H -5.16084 3.56846 -5.02254  0.05
H -1.87247 -1.76813 -1.53936  0.08
H -2.29462 4.87949 -4.02543  0.01
H -1.76538 -3.11666 0.31324  0.08
H -1.91675 -2.59085 2.00238  0.08

Properties
Energy relative to the best compared isomer or geometry (same formula, charge and spin)   0.0 kcal/mol
Gap between HOMO and LUMO (alpha / beta)   3.3 / 3.2 eV
LUMO (alpha / beta)   -6.0 / -6.1 eV
Highest occupied orbital energy (alpha / beta)   -9.3 / -9.3 eV
Net charge   +1

---

Record 2
DFT (the ωB97M-V functional and the def2-TZVPD basis) results for a molecular structure, C4IN3 at a distorted geometry.

Last column: Löwdin charge in e.
Atoms and positions in Å:
I -2.39546 -0.28283 -1.11415  0.86
N -1.23291 2.54245 0.91590  0.12
N -0.40405 0.07754 1.64643  0.12
N 0.47080 -2.99347 -1.95377  0.19
C -0.78331 1.57566 1.47466  -0.22
C -0.33280 -1.05827 -0.52868  -0.51
C -0.06323 -0.32855 0.48284  -0.24
C 0.12992 -2.02560 -1.40061  -0.31

Properties
Energy relative to the best compared isomer or geometry (same formula, charge and spin)   58.6 kcal/mol
Gap between HOMO and LUMO   7.7 eV
LUMO   -2.6 eV
Highest occupied orbital energy   -10.3 eV

---

Record 3
DFT (the ωB97M-V functional and the def2-TZVPD basis) results for 4 unconnected molecules or ions with the total composition C3H9NOS2 at a distorted geometry.

Last column: Löwdin charge in e.
Atoms and positions in Å:
S -0.91031 3.90670 -0.89126  0.26
S 2.02317 1.22419 0.22774  0.70
O 0.63055 -1.97370 2.89973  -0.30
N -0.23630 -1.52716 0.69403  0.15
C 0.37428 1.13515 -0.08034  -0.67
C 0.00448 -0.87233 -0.45924  -0.39
C -0.96540 -0.73105 -1.45715  0.18
H 0.27053 4.03417 -1.47363  -0.33
H -0.72853 -1.11734 -2.44531  0.10
H -2.01835 -0.59496 -1.25455  0.10
H 0.38950 -1.69537 1.63062  -0.02
H 1.00003 -1.12748 -0.81879  0.12
H -1.23409 -1.67610 0.79973  0.12
H -0.15696 1.76165 0.64646  0.01
H 1.55168 -2.17851 3.10953  -0.04
H 0.00573 1.43214 -1.12757  0.02

Properties
Energy relative to the best compared isomer or geometry (same formula, charge and spin)   242.7 kcal/mol
Gap between HOMO and LUMO   3.4 eV
LUMO   -4.8 eV
Highest occupied orbital energy   -8.1 eV

---

Record 4
DFT (the ωB97M-V functional and the def2-TZVPD basis) results for 3 unconnected molecules or ions with the total composition C4H14O2 at a distorted geometry.

Last column: Löwdin charge in e.
Atoms and positions in Å:
O 2.77758 3.16300 -3.03906  -0.06
O -1.22002 2.05294 3.49828  -0.06
C -1.38797 -0.50235 -0.74507  -0.10
C -0.37091 -1.56674 -0.41708  -0.49
C 0.73938 -1.10713 0.53532  -0.09
C -0.99373 -2.84942 0.11969  -0.10
H -1.01121 0.51230 -0.78084  0.07
H -0.56268 1.85130 4.17192  0.04
H -1.03082 1.67735 2.63623  0.02
H 0.09927 -1.78327 -1.38277  0.12
H -0.27997 -3.65896 0.27877  0.07
H 0.30317 -0.45953 1.31967  0.07
H -1.80245 -3.20698 -0.51827  0.07
H 3.64614 2.79429 -2.89250  0.03
H 1.54155 -0.52416 0.07321  0.08
H 2.47532 3.20824 -3.94517  0.03
H -2.21020 -0.41921 -0.04247  0.07
H 1.14974 -1.91331 1.14839  0.07
H -1.47012 -2.65071 1.09243  0.08
H -1.94737 -0.62238 -1.67956  0.08

Properties
SMILES   CC(C)C.O.O
Energy relative to the best compared isomer or geometry (same formula, charge and spin)   15.3 kcal/mol
Gap between HOMO and LUMO   11.9 eV
LUMO   0.8 eV
Highest occupied orbital energy   -11.1 eV